The following is a quantum chemistry calculation of C5H6O2 in the gas phase at a distorted geometry, from OMol25.

E_HOMO (spin up / spin down) = -5.2 / -9.2 eV
gap between HOMO and LUMO (spin up / spin down) = 0.2259 / 0.2513 Ha
expectation value of S² = 2.0305
net charge = 0
E_LUMO (spin up / spin down) = 0.0334 / -0.0873 Eh
spin multiplicity = 3
calculated total energy = -9368.3413 eV

```
13
Properties=species:S:1:pos:R:3:forces:R:3:lowdin_spin:R:1
C -1.395 1.151 -0.389 -4.058 0.766 2.569 0.479
C 1.079 -1.542 0.794 -1.036 -0.708 -0.250 0.023
C -0.173 0.630 -0.726 4.866 -0.241 -3.450 0.649
C 0.852 0.655 0.293 -1.090 -0.615 3.179 0.124
C -0.281 0.271 1.328 1.555 -0.801 -0.598 0.464
O 1.698 -0.482 0.285 2.093 2.357 -0.969 0.021
O -0.032 -1.011 1.524 -1.838 0.177 0.971 0.100
H -1.736 1.962 0.261 1.382 0.465 -0.358 0.034
H -2.213 0.978 -1.046 -0.790 -1.003 -0.240 0.029
H 0.724 -2.236 0.051 -0.775 -0.181 -0.586 0.004
H 1.730 -2.117 1.394 0.709 -0.374 1.344 0.000
H 0.110 -0.022 -1.543 -0.590 0.521 -0.633 0.042
H 1.434 1.538 0.665 -0.429 -0.363 -0.979 0.031
```
Forces are in eV/Å.

---

The following is a quantum chemistry calculation of 2 unconnected molecules or ions with the total composition C5H11P at a distorted geometry, from OMol25.

E_HOMO (spin up / spin down) = -8.2 / -7.5 eV
gap between HOMO and LUMO (spin up / spin down) = 0.2982 / 0.2808 Ha
net charge = 0
E_LUMO (spin up / spin down) = -0.0026 / 0.0040 Eh
spin multiplicity = 1
calculated total energy = -14647.3030 eV

```
17
Properties=species:S:1:pos:R:3:forces:R:3:lowdin_charge:R:1
C 0.033 -1.271 -0.875 2.279 -0.592 1.717 -0.199
C 0.538 -2.479 -1.021 -0.188 1.836 0.263 -0.035
C -1.185 -0.653 -1.266 0.005 -0.459 -2.566 -0.145
C -0.364 0.867 1.952 0.071 -4.507 1.046 -0.404
C 1.144 1.842 0.174 3.887 0.042 2.119 -0.412
P 1.313 0.415 1.346 -0.853 0.092 -1.102 0.839
H -0.022 -3.157 -1.593 -0.738 -1.208 -0.920 0.035
H 1.487 -2.789 -0.669 0.690 -0.185 0.459 0.034
H -1.551 -1.317 -2.107 -0.334 0.976 0.727 0.116
H -1.112 0.371 -1.569 0.590 0.604 -0.971 0.065
H -1.861 -0.514 -0.505 -1.891 -0.585 1.975 0.035
H -1.027 0.188 1.343 0.186 1.299 0.454 0.023
H -0.444 0.432 2.969 -0.343 0.797 -0.245 0.023
H -0.487 1.891 1.859 -0.792 1.723 0.066 -0.009
H 1.913 1.641 -0.544 0.699 0.696 -0.616 0.000
H 0.259 1.779 -0.325 -2.690 0.395 -1.014 -0.034
H 1.367 2.755 0.828 -0.580 -0.924 -1.392 0.066
```
Forces are in eV/Å.

---

The following is a quantum chemistry calculation of a molecular structure, C3H2Cl3N at a distorted geometry, from OMol25.

E_HOMO = -10.8 eV
gap between HOMO and LUMO = 0.4005 Ha
net charge = 0
E_LUMO = 0.0018 Eh
spin multiplicity = 1
calculated total energy = -42198.6764 eV

```
9
Properties=species:S:1:pos:R:3:forces:R:3:lowdin_charge:R:1
C 1.274 -0.831 0.626 0.738 0.590 -0.219 -0.356
C 0.780 -0.124 -0.531 -2.894 0.746 -0.513 -0.121
C -0.985 0.489 0.061 2.550 -0.634 -0.827 -1.608
N 1.638 -1.405 1.551 0.002 -0.066 0.012 0.155
Cl -1.189 2.148 -0.344 0.310 1.123 -0.402 0.559
Cl -1.131 0.341 1.799 -0.139 -0.479 -0.256 0.594
Cl -2.180 -0.410 -0.880 0.231 -0.445 0.429 0.554
H 0.372 -0.927 -1.205 0.760 1.094 0.145 0.076
H 1.420 0.719 -1.077 -1.556 -1.930 1.631 0.147
```
Forces are in eV/Å.

---

The following is a quantum chemistry calculation of 7 unconnected molecules or ions with the total composition C33H81N7O3 at a distorted geometry, from OMol25.

SMILES string = CCN(CC)CC.CCN(CC)CC.CCN(CC)CC.CCN(CC)CC.CN(C)C=O.CN(C)C=O.CN(C)C=O
E_HOMO = -7.9 eV
gap between HOMO and LUMO = 0.3097 Ha
net charge = 0
E_LUMO = 0.0209 Eh
spin multiplicity = 1
calculated total energy = -52105.0522 eV

```
124
Properties=species:S:1:pos:R:3:forces:R:3:lowdin_charge:R:1
C 2.555 -0.827 0.101 1.031 -0.158 -0.820 -0.077
C 3.349 -2.034 0.609 -1.626 0.380 -0.045 -0.247
N 3.688 -1.883 2.009 1.176 -0.272 -0.348 -0.187
C 4.660 -2.848 2.451 0.520 -0.586 1.293 -0.264
C 5.631 -2.242 3.471 1.138 -0.795 0.622 -0.090
C 2.582 -1.714 2.943 -1.097 -0.374 -1.308 -0.216
C 1.421 -2.745 2.832 0.492 0.700 -0.617 -0.063
H 1.625 -0.629 0.624 -0.034 -0.004 -0.083 0.047
H 2.397 -0.996 -0.970 -0.545 -0.011 0.101 0.070
H 3.216 0.043 0.107 -0.232 0.184 0.427 0.067
H 2.726 -2.925 0.418 0.225 -0.003 0.096 0.079
H 4.214 -2.126 -0.046 0.370 -0.034 0.456 0.120
H 4.155 -3.729 2.889 0.124 0.028 0.108 0.109
H 5.292 -3.280 1.673 -0.351 0.360 -0.484 0.114
H 5.180 -1.814 4.366 -0.291 0.537 -0.388 0.043
H 6.326 -2.965 3.931 -0.483 -0.545 -0.319 0.070
H 6.381 -1.596 3.010 -0.648 0.635 -0.104 0.071
H 2.180 -0.733 2.691 -0.103 0.176 0.804 0.101
H 2.910 -1.820 3.973 0.453 0.612 0.006 0.090
H 0.623 -2.424 3.501 0.176 -0.438 0.457 0.064
H 1.853 -3.730 3.011 -0.541 -0.214 0.267 0.063
H 0.942 -2.741 1.847 0.277 -0.036 -0.100 0.044
C -2.257 -0.269 -1.174 1.360 1.820 0.474 -0.073
C -2.393 1.214 -0.747 -1.025 -0.863 -0.190 -0.283
N -1.424 1.620 0.245 0.268 0.640 -0.327 -0.180
C -1.627 3.003 0.707 0.451 -0.108 0.444 -0.248
C -2.232 3.975 -0.292 -0.088 -0.497 -1.200 -0.096
C -1.164 0.656 1.340 0.236 0.927 -0.534 -0.224
C -0.465 1.266 2.552 -0.947 -0.587 0.586 -0.088
H -1.182 -0.321 -1.387 -0.042 -0.581 -0.297 0.070
H -2.829 -0.422 -2.082 -0.249 -0.476 0.226 0.060
H -2.443 -0.907 -0.314 -0.438 -0.379 -0.397 0.066
H -2.308 1.836 -1.642 0.402 0.003 0.026 0.079
H -3.443 1.383 -0.452 -0.045 -0.075 0.402 0.117
H -2.271 3.017 1.598 -0.089 0.046 0.028 0.107
H -0.636 3.328 1.032 -0.140 0.384 0.076 0.101
H -2.214 5.024 -0.006 -0.138 -0.133 0.598 0.064
H -1.759 3.993 -1.279 0.380 -0.297 0.203 0.046
H -3.244 3.637 -0.526 -0.191 0.458 0.222 0.070
H -0.423 -0.056 0.971 -0.575 -0.502 -0.208 0.087
H -2.119 0.191 1.604 0.161 -0.329 0.347 0.120
H 0.472 1.736 2.269 0.032 0.118 0.174 0.063
H -0.297 0.470 3.283 0.454 -0.094 -0.283 0.051
H -1.120 1.917 3.134 0.213 0.483 -0.329 0.073
C 1.653 -5.742 -3.172 0.491 -0.313 1.180 -0.073
C 0.697 -6.247 -2.046 0.089 -0.001 -1.104 -0.245
N 0.593 -5.428 -0.857 -0.580 0.743 0.662 -0.182
C 0.129 -4.065 -1.129 0.916 -0.007 -0.651 -0.274
C -1.159 -3.952 -1.889 -0.797 0.181 0.421 -0.086
C 1.815 -5.385 -0.059 -0.180 -1.387 -0.680 -0.263
C 2.185 -6.751 0.511 0.490 -0.243 1.418 -0.093
H 2.658 -5.776 -2.740 0.124 0.343 -0.271 0.059
H 1.430 -4.725 -3.485 -0.017 -0.014 -0.086 0.061
H 1.705 -6.399 -4.039 -0.401 -0.072 0.009 0.068
H -0.285 -6.346 -2.507 -0.193 -0.135 0.297 0.098
H 1.013 -7.242 -1.737 -0.036 -0.056 -0.031 0.105
H 0.039 -3.459 -0.224 0.067 -0.451 0.287 0.106
H 0.902 -3.544 -1.724 0.035 0.142 0.057 0.107
H -1.167 -4.436 -2.864 0.125 0.155 -0.082 0.067
H -1.997 -4.352 -1.309 0.084 -0.156 -0.049 0.085
H -1.359 -2.881 -1.980 -0.086 -0.077 -0.370 0.056
H 1.672 -4.736 0.801 -0.030 0.359 -0.359 0.082
H 2.643 -5.081 -0.715 0.198 0.572 0.470 0.107
H 1.345 -7.336 0.891 -0.291 0.094 -0.550 0.079
H 2.735 -6.577 1.446 0.225 0.118 -0.172 0.064
H 2.856 -7.390 -0.063 -0.275 0.103 -0.420 0.068
C -0.106 4.482 -3.807 0.902 0.585 -0.630 -0.084
C 0.721 3.200 -3.815 -0.186 0.000 0.363 -0.262
N 1.741 3.222 -2.758 -0.797 1.121 -1.291 -0.190
C 3.057 2.917 -3.259 1.093 -1.266 -0.071 -0.249
C 3.315 1.409 -3.524 -0.011 -0.345 1.090 -0.083
C 1.262 2.555 -1.562 -0.012 -1.087 -0.543 -0.258
C 2.136 2.828 -0.373 1.010 -0.387 0.932 -0.076
H -0.400 4.777 -2.802 -0.636 -0.267 -0.111 0.053
H -0.854 4.502 -4.604 -0.594 -0.308 0.590 0.068
H 0.534 5.315 -4.128 0.303 -0.193 0.171 0.072
H 0.113 2.292 -3.681 -0.298 0.141 -0.085 0.105
H 1.154 3.106 -4.813 0.310 -0.065 0.116 0.109
H 3.818 3.389 -2.632 0.045 -0.359 0.252 0.107
H 3.275 3.308 -4.255 -0.745 0.805 0.126 0.107
H 3.325 0.776 -2.628 -0.221 0.297 0.169 0.044
H 4.289 1.189 -3.964 -0.121 0.342 -0.417 0.069
H 2.498 1.023 -4.136 0.192 -0.043 -0.275 0.070
H 0.193 2.694 -1.385 0.180 1.053 0.034 0.086
H 1.182 1.470 -1.781 0.563 -0.210 0.360 0.109
H 2.469 3.859 -0.238 -0.458 0.199 -0.324 0.081
H 1.741 2.498 0.591 -0.466 0.004 -0.210 0.053
H 3.076 2.267 -0.430 -0.021 -0.010 -0.292 0.058
C -4.856 0.199 -6.115 -0.474 -0.305 0.946 -0.052
N -4.752 0.597 -4.712 0.244 0.395 -0.541 -0.191
C -3.823 1.670 -4.401 0.709 0.048 -0.714 -0.042
C -5.585 0.091 -3.774 0.463 0.745 0.044 -0.346
O -5.579 0.460 -2.618 -0.270 -0.346 0.144 0.014
H -5.700 -0.491 -6.158 0.235 -0.275 -0.233 0.078
H -3.928 -0.291 -6.400 -0.043 -0.005 -0.386 0.088
H -5.126 1.010 -6.790 0.323 0.281 0.120 0.088
H -3.463 1.700 -3.379 -0.623 -0.150 0.252 0.058
H -2.910 1.537 -4.990 -0.079 -0.228 -0.146 0.086
H -4.201 2.643 -4.718 -0.265 0.064 0.287 0.095
H -6.254 -0.665 -4.203 -0.188 -0.202 0.219 0.130
C -5.110 5.243 1.740 0.630 0.190 0.036 -0.061
N -5.475 6.543 1.199 -0.081 -0.769 1.297 -0.197
C -4.990 6.838 -0.115 -0.599 0.618 -1.171 -0.059
C -6.391 7.327 1.828 0.543 0.265 -1.314 -0.334
O -6.741 8.387 1.357 -0.497 0.354 0.405 0.010
H -4.022 5.186 1.656 -0.060 -0.497 -0.243 0.070
H -5.608 4.423 1.218 0.194 -0.054 -0.135 0.092
H -5.283 5.116 2.809 -0.454 0.442 -0.039 0.086
H -5.219 7.866 -0.394 -0.010 0.072 0.411 0.086
H -3.922 6.702 -0.275 0.065 -0.258 0.460 0.076
H -5.532 6.252 -0.867 0.180 -0.278 0.069 0.098
H -6.786 6.909 2.758 0.065 -0.091 0.238 0.132
C 3.439 -1.577 7.101 -0.005 -0.573 0.954 -0.063
N 2.038 -1.599 6.688 1.138 0.415 -0.558 -0.183
C 1.371 -2.877 6.710 -1.330 -0.055 -0.019 -0.054
C 1.596 -0.512 6.016 -0.830 0.326 -0.266 -0.348
O 0.598 -0.433 5.327 -0.083 -0.361 0.172 0.009
H 4.081 -2.230 6.506 -0.199 -0.091 -0.203 0.076
H 3.500 -1.926 8.136 0.068 -0.092 -0.028 0.087
H 3.899 -0.593 7.099 -0.408 0.222 -0.250 0.086
H 1.774 -3.655 6.060 0.726 0.051 0.282 0.089
H 1.253 -3.173 7.751 0.455 -0.462 -0.010 0.090
H 0.339 -2.829 6.353 0.106 0.731 -0.069 0.090
H 2.196 0.391 6.197 0.342 -0.131 -0.005 0.137
```
Forces are in eV/Å.

---

Question: What is the formula in the third record?
Answer: C3H2Cl3N